The following is a quantum chemistry calculation of a gas-phase ion, C12H13O3 (charge -1) in a non-equilibrium geometry, from OMol25.

Last column: Löwdin charge in e.
CARTESIAN COORDINATES (ANGSTROEM)
C 4.64153 1.02565 0.10285  -0.096
C 4.47305 -0.28728 0.55044  -0.124
C 3.52820 1.54991 -0.52950  -0.140
C 3.28817 -0.93231 0.49581  -0.014
C 2.38631 0.90197 -0.63955  -0.097
C 2.13103 -0.31247 -0.09704  -0.211
C 0.82092 -2.39216 -0.70015  -0.098
C 0.93263 -1.06917 -0.27749  -0.320
C -0.21884 -0.26340 0.15658  -0.200
C -5.37351 0.56387 0.17155  -0.117
C -4.12176 -0.30651 -0.19570  -0.157
C -2.84540 0.38557 0.32566  -0.463
O -1.72345 -0.37711 -0.06207  0.004
O 0.15049 0.87533 0.87964  -0.031
O -2.83082 1.40385 0.96330  0.066
H 5.48376 1.60067 0.35364  0.072
H 5.34085 -0.79765 0.72415  0.061
H 3.59195 2.61616 -0.86320  0.110
H 3.12308 -1.98682 0.75625  0.108
H 1.46072 1.44062 -1.15399  0.164
H -0.18907 -2.72135 -0.96709  0.000
H 1.54739 -2.84274 -1.39080  -0.008
H -5.46290 0.60568 1.34238  0.101
H -6.19888 -0.01939 -0.14408  0.038
H -5.08375 1.63476 -0.06961  0.086
H -4.07869 -0.70280 -1.24829  0.130
H -4.24987 -1.09629 0.50862  0.091
H -0.52312 1.50344 1.00772  0.045

Atoms 1-3, force components in eV/Å:
-2.0342 -1.1481 0.0484
0.2018 1.5542 -0.7242
3.3080 3.8198 0.2927

charge: -1
E: -690.6483 Eh
HOMO level (spin up / spin down): -0.04096 / -0.04089 Eh
orbital gap (spin up / spin down): 0.16079 / 0.16071 hartree
ΔE to the lowest compared entry with this formula, charge and spin: 189.80 kJ/mol

***

The following is a quantum chemistry calculation of a molecular structure, C12H14AsBN3O9S4Tc, from OMol25.

Last column: Löwdin charge in e.
CARTESIAN COORDINATES (ANGSTROEM)
Tc -0.24607 -0.54791 0.76545  1.009
S 2.35634 -1.05516 4.89383  0.289
As 0.57802 -0.25563 4.61502  0.029
S 0.61922 0.89579 2.39974  0.656
S -0.23573 -2.38091 1.54204  0.482
S -1.30458 -0.02716 5.12186  0.328
O -6.54565 -0.05818 -3.16895  0.129
N -6.67002 -0.01821 -1.96735  -0.340
O -7.69899 -0.00583 -1.33572  0.138
C -5.41506 -0.00673 -1.17588  -0.077
C -4.21965 -0.02458 -1.83472  0.128
C -3.04713 -0.01887 -1.07017  -0.045
C -3.06367 0.02652 0.33618  -0.219
O -2.00854 0.16319 1.10137  -0.256
C -4.32858 0.00434 0.93632  -0.030
C -5.49389 0.01288 0.21372  0.147
N -4.41060 -0.04000 2.40768  -0.332
O -3.60290 -0.75196 2.97278  0.049
O -5.27868 0.60888 2.92648  0.162
N -1.81467 -0.01139 -1.78656  -0.227
O -1.77300 0.18544 -2.94913  0.242
O -0.68549 -0.23250 -1.18020  -0.134
H -4.19224 -0.04765 -2.91563  0.153
H -6.45745 0.02580 0.70806  0.159
C 3.57899 2.08243 -0.93607  0.016
C 3.83756 0.82709 -0.12566  -0.413
C 5.31357 0.51837 -0.02577  0.023
O 3.34001 1.12848 1.25136  0.174
B 2.10769 0.67742 1.32536  -1.026
O 1.70835 -0.13153 0.24790  -0.176
C 2.97167 -0.39798 -0.58071  -0.376
C 3.47395 -1.73471 -0.08438  0.013
C 2.59752 -0.42366 -2.03880  0.016
H 4.08475 2.92018 -0.45962  0.115
H 2.51432 2.31721 -1.00141  0.104
H 3.97377 1.97624 -1.94589  0.113
H 5.84603 1.41400 0.28904  0.113
H 5.69909 0.22363 -1.00331  0.116
H 5.51969 -0.27523 0.68896  0.099
H 3.71263 -1.71401 0.98010  0.108
H 4.37540 -2.01304 -0.62959  0.118
H 2.72501 -2.50510 -0.27154  0.098
H 2.07217 0.47626 -2.34828  0.095
H 1.97794 -1.29380 -2.25525  0.104
H 3.50887 -0.51239 -2.63267  0.122

Atoms 1-3, force components in eV/Å:
-0.4321 -0.0308 -0.1585
0.3524 -0.1045 0.0622
0.0198 -0.1032 0.0216

charge: +2
E: -5240.4897 Eh
HOMO level: -0.59268 Eh
orbital gap: 0.25588 hartree
ΔE to the lowest compared entry with this formula, charge and spin: 0.00 kJ/mol

***

The following is a quantum chemistry calculation of a molecular structure, C12H14BCl3MgN6O2 in a non-equilibrium geometry, from OMol25.

Last column: Löwdin charge in e.
CARTESIAN COORDINATES (ANGSTROEM)
H -1.25398 -1.11352 -3.04557  0.118
N -0.73008 0.67358 -2.03136  -0.018
B -0.18273 3.08001 -1.42305  -0.489
N -0.63927 1.99898 -2.43491  -0.013
C -0.94614 2.09983 -3.73330  -0.064
Mg -0.31375 0.05265 -0.13726  0.712
H -0.90946 3.06884 -4.21342  0.125
C -1.26270 0.82723 -4.21051  -0.050
H -1.55863 0.54951 -5.20097  0.086
C -1.11101 -0.04099 -3.10710  -0.099
H -0.15859 4.17250 -1.90514  0.119
C 1.22649 -1.02117 2.09436  -0.026
H 0.88766 -1.79100 2.80090  0.050
H 0.37272 -0.33105 1.91272  0.000
H 2.03833 -0.44399 2.54856  0.038
N 1.21733 2.63270 -0.92424  -0.022
N -1.11165 3.00410 -0.18774  -0.019
N 1.44403 1.38045 -0.36836  0.002
N -1.24156 1.81691 0.52536  0.002
C 2.35493 3.33938 -0.96466  -0.067
C -1.86531 3.95998 0.37175  -0.066
H 2.33637 4.33620 -1.37974  0.123
H -1.87552 4.95018 -0.05965  0.122
C 3.36698 2.56042 -0.41201  -0.058
C -2.51185 3.41232 1.47979  -0.049
C 2.75402 1.34254 -0.05223  -0.125
C -2.08845 2.06791 1.53797  -0.104
H 4.39469 2.83391 -0.27616  0.087
H -3.18927 3.89545 2.15370  0.087
H 3.21753 0.48118 0.41774  0.103
H -2.36946 1.29228 2.25037  0.105
H 1.59189 -1.49800 1.17599  0.038
Cl -4.28366 -3.22511 2.15714  0.601
C -3.43691 -2.84265 0.65652  -1.482
Cl -2.60630 -4.28645 0.00886  0.576
Cl -4.61076 -2.23587 -0.56584  0.565
C -2.33301 -1.68283 0.90699  -0.737
O -2.37176 -1.04899 1.97029  -0.017
O -1.50289 -1.54074 -0.06800  -0.156

Atoms 1-3, force components in eV/Å:
-0.0139 0.2235 0.0806
-0.3142 0.4784 -1.5837
-0.0573 -1.0224 0.5112

charge: 0
E: -2550.4327 Eh
HOMO level: -0.33709 Eh
orbital gap: 0.34955 hartree
ΔE to the lowest compared entry with this formula, charge and spin: 0.00 kJ/mol

***

The following is a quantum chemistry calculation of a molecular structure, C12H14BF3N6O2Sn in a non-equilibrium geometry, from OMol25.

Last column: Löwdin charge in e.
CARTESIAN COORDINATES (ANGSTROEM)
H 2.62665 -2.50530 0.40736  0.121
N 1.17201 -1.28144 -0.64512  -0.086
B -0.49211 -0.51505 -2.46356  -0.515
N 0.63913 -1.41007 -1.91310  -0.018
C 1.26725 -2.38858 -2.58257  -0.059
Sn 0.56448 0.37388 0.75687  1.372
H 1.02249 -2.58849 -3.63382  0.136
C 2.18501 -2.95794 -1.71997  -0.058
H 2.85673 -3.75448 -1.97394  0.093
C 2.08078 -2.27379 -0.49911  -0.096
H -0.89842 -0.90211 -3.52596  0.122
C 0.78497 2.87814 3.11330  -0.099
H 1.15606 3.07451 4.13128  0.024
H -0.25268 2.52326 3.19764  0.008
H 0.79652 3.81393 2.53567  0.019
N 0.13601 0.89855 -2.60454  -0.044
N -1.60457 -0.44036 -1.39409  -0.011
N 0.67719 1.50314 -1.49387  -0.074
N -1.39605 -0.23646 -0.04432  -0.089
C 0.26427 1.68644 -3.68140  -0.076
C -2.91588 -0.53570 -1.62905  -0.061
H -0.13189 1.34514 -4.63215  0.123
H -3.25555 -0.60305 -2.66404  0.134
C 0.90160 2.85408 -3.27905  -0.068
C -3.57337 -0.46865 -0.41858  -0.049
C 1.14362 2.70599 -1.89869  -0.130
C -2.59731 -0.31087 0.57183  -0.084
H 1.14736 3.69362 -3.89851  0.086
H -4.63535 -0.50108 -0.28053  0.095
H 1.62306 3.43262 -1.24911  0.110
H -2.73584 -0.26001 1.64693  0.114
H 1.45663 2.13795 2.62146  -0.062
F -0.76777 -1.10163 5.67547  0.128
C 0.05743 -1.58721 4.71417  -0.479
F 1.33894 -1.43853 5.16210  0.120
F -0.18244 -2.92334 4.60766  0.125
C -0.13019 -0.82029 3.32871  -0.554
O -0.94680 0.11710 3.29382  -0.022
O 0.61804 -1.23391 2.36083  -0.199

Atoms 1-3, force components in eV/Å:
-0.2643 0.4941 0.0152
-0.0998 -1.3310 -0.6472
0.7890 0.8802 0.6339

charge: 0
E: -1483.5756 Eh
HOMO level: -0.31511 Eh
orbital gap: 0.33429 hartree
ΔE to the lowest compared entry with this formula, charge and spin: 14.21 kJ/mol

***

The following is a quantum chemistry calculation of a molecular structure, C12H14BF4IN2Ni in a non-equilibrium geometry, from OMol25.

Last column: Mulliken spin population.
CARTESIAN COORDINATES (ANGSTROEM)
C -1.44755 -2.09522 -0.89491  0.237
C -2.94954 1.82586 1.82187  0.014
H -1.39980 -1.98414 -1.98633  0.002
H -2.29364 -2.75852 -0.64682  0.014
H -0.50768 -2.54413 -0.52033  -0.003
H -2.18320 2.43706 1.35629  0.001
H -3.72567 2.45142 2.25581  0.004
H -2.52818 1.16665 2.57883  0.001
C -1.27795 0.93293 -2.63173  0.007
C -0.44370 1.48460 -3.60436  0.001
C 0.89582 1.75841 -3.28990  0.008
C 1.34479 1.51842 -1.99263  -0.001
H -2.31780 0.66301 -2.81786  0.005
H -0.85120 1.67853 -4.59298  -0.001
H 1.58252 2.13986 -4.04234  0.000
H 2.37358 1.67072 -1.66652  -0.001
N -0.83660 0.69388 -1.38145  0.010
C 0.45071 1.00205 -1.05093  0.009
C 0.76639 0.71710 0.33041  0.045
N -0.22588 0.04803 0.99471  -0.014
C -0.04460 -0.32276 2.27827  0.019
C 2.09624 0.77811 2.32854  0.010
C 1.08406 0.07710 2.98792  0.005
H -0.82025 -0.96398 2.69394  0.007
H 1.16992 -0.22211 4.03055  -0.001
C 1.94927 1.08392 0.97805  0.000
H 2.71688 1.57618 0.38223  0.000
H 3.01124 1.05177 2.85038  0.000
Ni -1.77227 -0.51848 -0.00596  1.644
I -3.92379 0.63150 0.31495  -0.022
F 1.26509 -2.90484 1.76054  -0.001
B 2.03204 -3.20451 0.59238  0.001
F 1.37075 -4.22291 -0.14631  0.001
F 2.10713 -2.02234 -0.21763  0.000
F 3.33284 -3.62316 0.95331  0.000

Atoms 1-3, force components in eV/Å:
0.4795 -2.1122 -0.4741
-0.2458 0.1622 0.1965
0.0192 0.0136 0.2141

spin multiplicity: 3
⟨S²⟩: 2.009
charge: 0
E: -2805.6683 Eh
HOMO level (spin up / spin down): -0.30705 / -0.35014 Eh
orbital gap (spin up / spin down): 0.27044 / 0.29879 hartree
ΔE to the lowest compared entry with this formula, charge and spin: 185.52 kJ/mol

***

The following is a quantum chemistry calculation of a molecular structure, C12H14Br12I2NO2 in a non-equilibrium geometry, from OMol25.

Last column: Löwdin charge in e.
CARTESIAN COORDINATES (ANGSTROEM)
C 4.96586 -2.39076 1.16801  0.095
C 4.30466 -2.72448 0.21280  -0.099
C 3.10421 -3.19749 -0.58332  -0.238
N 2.02825 -2.23568 -0.64873  -0.016
C 1.41824 -1.90476 0.63247  -0.351
C 0.89050 -0.43120 0.50217  -0.793
O 1.26211 0.39360 1.37663  -0.235
O 0.18015 -0.16100 -0.45855  -0.091
C 0.17381 -2.77237 1.00005  -0.649
I -0.00097 -2.59222 3.18026  0.786
C 0.31290 -4.28534 0.67612  -0.770
C 0.12137 -4.60447 -0.83769  -0.174
I -1.24978 -5.38598 1.76271  0.689
H 5.57091 -2.17370 2.01659  0.018
H 3.47946 -3.31942 -1.61328  0.113
H 2.80342 -4.19439 -0.25679  0.092
H 2.27802 -1.41056 -1.17650  0.125
H 2.10490 -1.88705 1.48840  0.086
H -0.74452 -2.35821 0.57528  0.088
H 1.24669 -4.72006 1.03875  0.056
H 0.09619 -3.68202 -1.42569  0.077
H -0.81229 -5.15526 -0.97638  0.017
H 0.95391 -5.23044 -1.18260  0.068
C 0.72277 4.33590 0.07523  -1.610
Br 1.11284 5.23842 -1.60919  0.465
Br 1.10777 2.44057 0.03082  0.843
Br 1.59763 5.22894 1.56114  0.513
H -0.34323 4.43519 0.23537  -0.094
C -3.06501 5.80387 -1.93626  -1.615
Br -2.69895 6.68925 -3.61251  0.536
Br -2.60439 3.93343 -1.99486  0.601
Br -2.21154 6.69687 -0.45665  0.577
H -4.13230 5.86528 -1.77276  -0.036
C -6.42364 8.13324 -5.72839  -1.643
Br -5.66457 9.39626 -4.48652  0.552
Br -5.18912 7.69741 -7.14465  0.558
Br -7.06809 6.55228 -4.83109  0.560
H -7.27882 8.61060 -6.18676  -0.035
C 1.58972 -4.97343 6.37769  -1.638
Br -0.01558 -4.10393 7.00364  0.541
Br 1.18834 -6.45756 5.21278  0.537
Br 2.79527 -3.72379 5.54634  0.529
H 2.09290 -5.37554 7.24596  -0.038

Atoms 1-3, force components in eV/Å:
-0.0778 -0.3018 -0.6339
-0.9609 -0.4922 1.1937
1.7191 0.9784 -1.2477

charge: -1
E: -32154.3760 Eh
HOMO level: -0.18073 Eh
orbital gap: 0.22278 hartree
ΔE to the lowest compared entry with this formula, charge and spin: 47.88 kJ/mol